This record from the OMol25 dataset describes C20H21IrN4O4S2 as an isolated structure at a distorted geometry. The level of theory is the ωB97M-V functional and the def2-TZVPD basis.

```
52
Properties=species:S:1:pos:R:3:forces:R:3:mulliken_charge:R:1
Ir 1.68806 -1.02281 -0.41681 -0.6 0.7 -2.4 0.56
O 5.81720 -1.07831 0.58264 0.1 0.2 0.6 -0.43
C 4.50526 -1.22758 0.59247 -0.1 -1.1 -2.1 0.36
O 3.91203 -1.83305 -0.30128 0.1 0.7 1.4 -0.59
C 3.80029 -0.62433 1.72772 -1.0 0.5 0.4 0.57
C 4.46770 -0.16372 2.83984 -0.5 0.3 0.7 -0.36
C 3.72754 0.37082 3.90748 0.7 -0.4 -0.6 -0.52
C 2.35969 0.34872 3.83469 -0.8 -0.2 -0.4 -0.69
C 1.71643 -0.14401 2.68517 3.4 -0.3 -0.5 0.40
N 2.44851 -0.56772 1.59334 -0.1 0.2 0.8 -0.28
C 0.30082 -0.17760 2.65625 -4.6 0.3 -0.2 0.28
O -0.52831 0.22148 3.45171 2.1 -0.7 -1.1 -0.56
O -0.17365 -0.68024 1.36290 0.6 0.5 1.2 -0.15
H 6.21350 -1.47710 -0.20867 -0.3 -0.1 0.0 0.40
H 5.54088 -0.22840 2.87610 0.2 0.0 0.0 0.50
H 4.23436 0.76018 4.77223 0.0 0.1 0.2 0.49
H 1.73296 0.71265 4.63309 0.0 0.0 0.2 0.51
S 2.73363 -0.26031 -2.51314 -1.0 -0.5 2.3 -0.38
C 1.63823 -1.07798 -3.58201 -1.0 -0.4 -0.6 0.61
C 2.10899 -1.48961 -4.83223 -0.1 0.1 0.3 -0.56
C 1.25737 -2.05996 -5.75445 -0.4 0.0 -0.1 -0.59
C -0.10121 -2.19208 -5.46536 0.4 -0.1 -0.3 -0.65
C -0.57884 -1.82586 -4.22779 0.3 0.2 0.3 -0.81
C 0.28085 -1.30600 -3.25884 0.7 0.1 -1.3 0.58
S -0.37096 -0.99898 -1.68524 1.7 0.2 1.6 -0.29
H 3.15953 -1.36579 -5.04879 0.1 0.0 -0.1 0.42
H 1.64485 -2.40540 -6.70073 0.0 0.0 -0.1 0.37
H -0.77514 -2.60667 -6.19759 -0.1 -0.1 -0.1 0.37
H -1.61779 -1.95993 -3.97089 -0.2 -0.1 0.0 0.38
C -2.44459 3.48117 0.18291 0.1 -0.1 0.2 -0.72
C -1.15533 3.23370 0.94832 -0.2 0.5 -0.1 -0.67
N -0.88594 1.81288 0.93494 0.1 -0.4 0.3 0.12
C -1.84908 0.88666 0.96417 0.6 0.4 -0.4 0.21
N -1.50055 -0.39701 1.12822 0.0 0.0 0.2 0.32
C -2.42302 -1.50924 1.07634 -0.2 -0.6 0.0 -0.80
C -3.58375 -1.08890 0.19051 0.0 0.2 0.2 -0.57
C -4.16285 0.19815 0.75969 -0.3 -0.4 0.0 -0.66
N -3.12859 1.21628 0.78961 0.3 -0.1 0.1 0.19
C -3.53430 2.61143 0.79401 0.0 0.6 -0.1 -0.52
H -2.30741 3.20670 -0.86346 0.0 0.1 0.0 0.31
H -2.72167 4.53170 0.23912 0.0 0.0 0.0 0.38
H -1.24981 3.58771 1.98078 0.0 0.0 -0.1 0.32
H -0.31275 3.74365 0.48451 0.0 0.0 0.0 0.40
H 0.07291 1.50696 1.01233 -0.2 0.0 -0.3 0.04
H -2.77122 -1.75737 2.08609 0.1 0.0 -0.1 0.40
H -1.88793 -2.36612 0.65838 0.0 0.2 0.0 0.38
H -4.34318 -1.86615 0.16909 0.0 0.0 0.0 0.44
H -3.22122 -0.90716 -0.82344 0.0 -0.1 0.0 0.17
H -4.56340 0.03926 1.76738 0.0 0.0 -0.1 0.22
H -4.97296 0.57094 0.13124 0.1 0.0 0.0 0.44
H -3.74237 2.92402 1.82286 -0.1 0.0 -0.1 0.26
H -4.45377 2.70033 0.21460 0.0 -0.1 0.1 0.38
```
Forces are in eV/Å.

Properties
Net charge: +1
Multiplicity: 2
ΔE to the lowest compared entry with this formula, charge and spin, kcal per mole: 111.6
LUMO (spin up / spin down), eV: -4.50 / -4.54


This record from the OMol25 dataset describes C46H55BrHfN6O3 as an isolated structure at a distorted geometry. The level of theory is the ωB97M-V functional and the def2-TZVPD basis.

```
112
Properties=species:S:1:pos:R:3:forces:R:3:mulliken_charge:R:1
Hf 0.16522 0.43574 0.29757 0.8 0.0 0.0 1.69
C 0.88920 0.97842 -3.95323 0.1 0.1 0.0 -0.25
O 0.73888 -0.45075 -3.99612 0.0 0.0 -0.2 -0.53
C 0.53732 -1.07942 -2.86205 0.1 0.0 0.0 0.46
O 0.39834 -0.48997 -1.78341 -0.1 0.0 0.6 -0.03
N 0.49479 -2.40576 -3.04918 0.0 0.1 0.0 -0.30
N 0.26952 -3.28682 -2.00031 -0.1 -0.1 0.2 -0.45
H 0.90017 1.30037 -4.98855 0.0 0.0 0.0 0.39
H 1.82848 1.23963 -3.46927 -0.1 -0.2 -0.1 0.18
H 0.05459 1.44063 -3.42620 0.0 -0.1 0.0 0.00
H 0.69206 -2.74625 -3.97867 0.0 0.0 -0.1 0.26
H 1.04255 -3.93704 -1.93454 0.1 0.0 0.1 0.28
H -0.57823 -3.81115 -2.17803 0.0 0.0 0.0 0.28
Br -2.26434 6.72429 -3.75582 0.0 -0.2 0.1 -0.12
C -2.08507 5.03297 -2.94377 0.1 0.1 0.0 -0.30
C -0.98756 4.76876 -2.13996 0.0 0.1 -0.1 -0.83
C -0.86433 3.53374 -1.53317 -0.1 -0.3 0.2 -0.14
C -1.83421 2.54502 -1.69280 0.1 0.7 -0.4 -0.14
C -2.90762 2.81263 -2.55106 0.0 -0.2 0.1 -1.01
C -3.03637 4.04408 -3.16113 0.0 0.1 -0.1 -0.93
N -1.65785 1.29992 -1.02422 -0.3 -0.4 0.3 0.78
C -2.67816 0.52138 -0.93403 0.1 0.6 -0.1 -0.55
C -2.69565 -0.81559 -0.37065 -0.2 -0.6 0.3 0.72
C -3.91657 -1.48637 -0.35290 0.1 0.3 -0.1 -1.06
C -3.99930 -2.74956 0.20284 0.2 -0.2 0.1 -0.80
C -2.84264 -3.30765 0.72297 -0.3 0.1 -0.1 -1.14
C -1.66553 -2.57920 0.66065 0.4 -0.1 0.1 -0.56
N -1.57122 -1.36471 0.12896 0.1 0.7 -0.1 0.34
H -0.22660 5.52289 -1.98959 0.0 0.0 0.0 0.57
H -0.01442 3.35245 -0.89454 0.1 0.0 0.1 0.98
H -3.64839 2.05838 -2.78248 0.0 0.0 0.0 0.45
H -3.87014 4.23617 -3.82227 0.0 0.0 0.0 0.45
H -3.64920 0.85808 -1.28496 0.0 0.0 0.0 0.40
H -4.79473 -1.00652 -0.76452 0.0 0.0 0.0 0.55
H -4.94069 -3.28082 0.23591 0.0 0.0 0.0 0.49
H -2.84387 -4.28714 1.17947 0.0 0.0 0.0 0.60
H -0.75854 -3.00653 1.06800 0.0 0.0 0.0 0.47
O 0.71426 2.59970 1.13720 -0.8 -1.1 -0.6 0.31
C 0.99755 3.59137 1.81577 0.2 0.1 0.2 -0.98
C 1.96011 3.51996 2.95834 0.0 -0.1 0.1 0.21
C 1.12510 3.83706 4.23662 -0.1 -0.1 -0.1 -0.93
C -0.39035 3.53070 4.14789 0.0 0.2 0.0 1.18
C -1.26905 4.62636 3.51118 0.1 -0.1 -0.2 -1.53
C -1.12483 4.70142 1.98667 -0.1 0.0 0.2 -0.21
N 0.31925 4.75662 1.67726 -0.1 0.1 -0.3 0.05
H 2.77864 4.23280 2.85016 0.0 0.0 -0.1 0.52
H 2.38175 2.51692 2.98728 0.0 0.0 0.0 -0.45
H 1.25228 4.88769 4.50573 0.0 0.0 0.0 0.30
H 1.54570 3.25580 5.05717 0.1 0.0 0.0 0.52
H -0.75144 3.38847 5.16729 0.0 0.0 0.0 0.79
H -0.55747 2.58480 3.62104 0.0 0.1 0.1 -1.19
H -1.00926 5.59698 3.94462 0.0 0.0 0.0 0.36
H -2.31518 4.43753 3.76007 0.0 0.0 0.0 0.47
H -1.61859 5.57917 1.57298 0.0 0.0 0.0 0.47
H -1.54471 3.81414 1.51683 0.0 0.0 -0.1 -0.03
H 0.75071 5.51596 2.18870 0.1 0.0 0.1 0.47
C 6.55643 2.30406 -0.20546 0.0 0.0 0.0 -1.61
C 5.08639 2.11676 -0.45324 -0.1 0.1 -0.1 0.39
C 4.43228 2.87316 -1.41336 0.0 -0.1 0.1 -1.10
C 3.07349 2.69248 -1.65124 -0.2 0.2 -0.1 0.59
C 2.39020 3.56435 -2.67209 0.0 0.0 0.0 -1.84
C 2.39812 1.72557 -0.93171 0.3 -0.3 0.4 0.73
C 3.01735 0.93216 0.06661 0.4 0.3 -0.4 1.07
C 4.37770 1.17038 0.28295 -0.2 -0.1 0.1 -1.15
N 2.18466 0.03084 0.71757 -0.7 0.0 0.2 0.68
C 2.56515 -1.03605 1.68617 -0.1 0.0 0.2 1.40
C 4.03905 -1.43176 1.85489 0.0 -0.1 -0.2 -2.09
C 4.15418 -2.64136 2.80092 0.0 0.0 0.0 0.24
C 3.35828 -3.83673 2.27268 0.0 0.0 0.0 -1.66
C 1.88492 -3.43985 2.14595 -0.2 -0.1 0.0 0.37
C 1.34499 -3.03211 3.52140 0.1 0.0 0.0 -1.07
C 2.16400 -1.85314 4.05726 0.0 0.1 0.1 0.37
C 3.63100 -2.25745 4.18628 0.0 0.0 -0.1 -1.56
C 2.03839 -0.67313 3.08808 0.2 -0.2 0.0 -0.12
C 1.80444 -2.26661 1.17516 0.2 0.1 0.2 -0.33
H 6.95165 3.12133 -0.80527 0.0 0.0 0.0 0.42
H 7.10595 1.39745 -0.46368 0.0 0.0 0.0 0.33
H 6.75378 2.51900 0.84545 0.0 0.0 0.0 0.35
H 4.97608 3.61576 -1.98488 0.0 0.0 0.0 0.43
H 2.92196 3.53435 -3.62420 0.0 0.0 0.0 0.45
H 2.39958 4.60290 -2.33530 0.0 0.0 0.0 0.46
H 1.35502 3.27527 -2.84761 0.1 0.1 0.0 0.04
H 1.33222 1.56447 -1.14395 0.3 0.4 -0.6 0.06
H 4.91934 0.62263 1.03123 0.0 0.0 0.0 0.41
H 4.60087 -0.62195 2.31827 0.0 0.0 -0.1 0.68
H 4.48541 -1.67303 0.88632 0.1 0.1 0.0 0.43
H 5.20994 -2.91180 2.87015 0.0 0.0 0.0 0.34
H 3.45609 -4.67816 2.96216 0.0 0.0 0.0 0.59
H 3.75000 -4.15913 1.30308 0.0 0.0 0.0 0.50
H 1.30680 -4.28320 1.74961 0.0 0.0 0.0 0.60
H 1.42199 -3.87921 4.20726 -0.1 0.0 0.0 0.57
H 0.28592 -2.75110 3.46234 0.0 0.0 0.0 0.27
H 1.76808 -1.54790 5.02995 0.0 0.0 0.0 0.49
H 3.73459 -3.10359 4.86989 0.0 0.0 0.0 0.56
H 4.21500 -1.42855 4.59565 0.0 0.0 0.0 0.57
H 2.59826 0.18725 3.47002 0.0 0.0 0.0 0.35
H 0.99304 -0.39426 3.01901 -0.1 0.1 0.0 -1.01
H 0.76119 -1.94852 1.01034 0.0 -0.1 0.0 -0.87
H 2.21717 -2.54802 0.20450 -0.1 0.0 -0.1 0.36
C -1.00046 0.52420 2.10513 -0.2 -0.2 0.1 -0.84
C -1.37981 0.21462 3.22351 -0.1 0.0 -0.1 0.26
C -1.68966 -0.16918 4.56131 0.1 -0.1 0.1 0.62
C -1.06158 0.48634 5.62569 0.0 -0.1 0.0 -0.04
C -1.27540 0.05822 6.92340 0.0 0.0 0.1 -1.00
C -2.11136 -1.02231 7.17279 0.0 0.0 0.0 -0.52
C -2.73452 -1.67755 6.11894 -0.1 -0.1 0.0 -0.68
C -2.52896 -1.25716 4.81672 0.0 0.1 0.0 -0.45
H -0.40260 1.31917 5.41685 0.0 -0.2 0.1 0.57
H -0.78218 0.56521 7.74230 0.0 0.0 0.0 0.44
H -2.28284 -1.35095 8.18888 0.0 0.0 0.0 0.43
H -3.38049 -2.52404 6.31128 0.0 0.0 0.0 0.44
H -3.00867 -1.76534 3.98973 0.0 0.0 0.0 0.55
```
Forces are in eV/Å.

Properties
Net charge: +2
ΔE to the lowest compared entry with this formula, charge and spin, kcal per mole: 7.9
LUMO, eV: -6.42


This record from the OMol25 dataset describes a 12-piece molecular cluster, C35H66Cl23FNO5 overall at a distorted geometry. The level of theory is the ωB97M-V functional and the def2-TZVPD basis.

```
131
Properties=species:S:1:pos:R:3:forces:R:3:mulliken_charge:R:1
C -0.12798 0.43133 -7.44189 -0.5 0.6 0.8 -1.24
C 0.19411 1.25182 -6.12854 -0.1 0.3 -1.1 -0.24
O -0.60942 0.85144 -5.03972 1.2 0.0 0.4 0.07
C -0.07440 -0.32405 -4.39341 -1.1 -1.2 -1.1 -1.29
N -0.12071 -0.23968 -2.94883 0.8 0.7 0.3 1.28
C 0.00683 1.09679 -2.38509 -0.2 1.0 -0.7 -0.36
C 1.25596 1.95668 -2.85188 -0.1 0.8 0.7 1.68
C 0.86169 3.45054 -2.73121 0.3 -1.6 -1.2 -0.43
O 1.22238 4.16732 -1.85898 0.2 0.8 0.8 -0.46
O -0.01572 3.90701 -3.71948 0.2 -0.2 0.0 -0.41
C 0.56963 -1.30150 -2.23349 0.0 -1.6 0.9 0.28
C 2.06846 -1.04397 -1.88669 0.1 1.0 0.0 -0.01
C 3.00919 -0.82465 -3.07894 0.5 0.0 0.2 -0.20
F 4.23758 -0.34074 -2.52510 -0.3 -0.1 -0.3 -0.38
C 0.48307 -2.71994 -2.94245 -0.1 -1.7 -1.2 0.22
O -0.63089 -3.15963 -3.26478 -1.2 1.1 0.2 -0.72
O 1.51784 -3.40984 -3.13124 1.0 1.3 0.7 -0.79
C -0.15461 -1.53431 -0.82774 1.1 0.3 -0.3 -0.93
Cl -1.95940 -1.36519 -0.98301 1.2 -0.1 0.3 -0.11
C 0.28618 -2.85593 -0.12185 -1.1 -0.4 0.9 -0.52
C -0.82035 -3.97932 -0.09954 0.9 0.6 0.5 -1.19
H -0.49213 1.14645 -8.20842 0.4 -0.6 0.2 0.35
H 0.73387 -0.15661 -7.80013 -0.5 0.2 0.1 0.32
H -0.99158 -0.21901 -7.18825 0.7 0.1 -0.3 0.27
H 1.28629 1.20569 -5.91657 -0.6 -0.2 0.1 0.20
H -0.02172 2.32240 -6.34357 -0.1 -0.6 0.4 0.40
H -0.74913 -1.15129 -4.71242 0.6 0.2 0.5 0.41
H 0.92326 -0.58455 -4.83041 -0.3 0.5 0.4 0.33
H -0.89118 1.66925 -2.69385 0.5 -0.4 0.1 -0.57
H -0.00720 1.12931 -1.27820 0.0 -0.5 -0.6 0.45
H 1.59943 1.73747 -3.87693 -0.5 0.1 0.4 -0.30
H 2.11467 1.81896 -2.16730 -0.4 0.0 -0.4 -0.33
H 0.46720 4.37948 -4.41283 0.0 -0.1 0.3 0.30
H 2.53037 -1.82745 -1.25742 -0.5 0.2 -0.5 0.61
H 2.10745 -0.11624 -1.26293 0.1 -0.5 -0.4 -0.39
H 3.26269 -1.74428 -3.63229 -0.4 0.3 0.4 0.42
H 2.68951 -0.04929 -3.79644 0.0 -0.3 0.4 -0.07
H 0.17921 -0.69985 -0.17289 -0.5 -0.4 -0.4 0.56
H 1.24867 -3.26547 -0.47303 -0.5 0.4 -0.3 0.38
H 0.43947 -2.59403 0.95180 0.1 -0.1 -0.7 0.20
H -0.35075 -4.95573 0.10354 0.0 0.6 -0.4 0.38
H -1.43857 -3.76449 0.79730 -0.1 -0.2 -0.8 0.39
H -1.40665 -4.02252 -1.03092 0.3 0.0 0.5 0.31
Cl 3.96424 1.75073 -0.06678 0.0 0.0 0.0 -0.11
C 5.02525 3.17745 -0.07755 -0.1 -0.1 0.1 -0.35
C 4.66555 4.14348 -1.18061 -0.1 0.2 0.2 -0.19
Cl 5.03433 3.48863 -2.79889 0.0 0.0 -0.1 -0.20
H 6.05214 2.83538 -0.16415 -0.3 -0.1 -0.1 0.10
H 4.90881 3.66576 0.89097 0.0 0.1 -0.1 0.36
H 5.24667 5.06037 -1.07031 0.1 -0.1 0.0 0.35
H 3.60744 4.40347 -1.15526 0.0 -0.2 -0.1 0.05
Cl 8.45830 7.19768 0.15324 0.0 0.0 0.1 -0.14
C 9.37574 6.23645 -1.03608 0.1 0.0 -0.2 -0.49
C 8.54567 5.12084 -1.62275 0.0 0.0 -0.1 -0.42
Cl 8.18406 3.85162 -0.42758 0.4 0.2 0.0 -0.18
H 10.27000 5.85580 -0.54625 -0.1 0.0 0.1 0.32
H 9.68371 6.92123 -1.82607 -0.1 0.0 0.0 0.32
H 9.09047 4.64223 -2.43607 0.0 0.0 0.1 0.35
H 7.60053 5.49041 -2.01818 0.0 0.0 0.1 0.24
Cl -1.72481 -6.36394 1.47145 -0.4 -0.5 0.2 -0.04
C -2.69865 -7.75869 0.94323 0.0 -0.2 0.1 -0.44
C -2.74901 -7.88044 -0.56138 0.0 -0.1 0.0 -0.58
Cl -3.68406 -6.56347 -1.30865 0.0 0.0 0.0 -0.17
H -3.69496 -7.65741 1.37040 0.0 0.1 -0.1 0.27
H -2.23406 -8.64850 1.37129 0.0 0.0 -0.1 0.29
H -3.23864 -8.81446 -0.83858 0.0 0.0 0.1 0.39
H -1.75078 -7.87541 -0.99698 0.0 0.1 0.0 0.32
Cl -4.49203 0.09385 -4.44906 -0.1 0.0 0.0 -0.11
C -5.14979 1.74210 -4.32405 0.0 -0.1 -0.2 -0.36
C -4.05125 2.75552 -4.12181 0.0 0.2 -0.1 -0.42
Cl -3.29637 2.58294 -2.52218 -0.1 0.1 0.1 -0.13
H -5.86961 1.76574 -3.50800 0.1 0.0 0.0 0.19
H -5.68252 1.94715 -5.25359 0.1 0.0 0.0 0.34
H -4.45667 3.76660 -4.17850 -0.1 -0.1 0.0 0.41
H -3.27314 2.65767 -4.87806 0.0 -0.1 0.1 0.12
Cl 5.82368 10.88683 4.80337 0.0 0.0 0.0 -0.20
C 6.74063 9.92920 3.61142 0.1 0.0 -0.2 -0.41
C 5.99828 8.68561 3.18516 0.0 0.0 -0.1 0.03
Cl 5.88009 7.48942 4.49893 0.0 0.0 0.0 -0.19
H 7.70872 9.68705 4.04579 -0.1 0.0 0.1 0.32
H 6.90491 10.57366 2.74788 -0.1 0.0 0.0 0.29
H 6.52868 8.20250 2.36394 0.0 0.0 0.1 -0.08
H 4.98926 8.91766 2.84877 0.0 0.0 0.1 0.24
Cl -4.71236 -0.58751 -1.00493 -0.6 0.1 0.1 0.13
C -6.38979 -0.04907 -1.23115 0.1 0.0 0.1 -0.44
C -7.39132 -1.09757 -0.80658 -0.1 0.2 0.1 -0.45
Cl -7.38668 -2.51186 -1.89030 0.0 0.0 0.0 -0.20
H -6.51918 0.22338 -2.27698 0.0 -0.2 0.0 0.06
H -6.51848 0.84873 -0.62429 -0.1 -0.1 0.0 0.32
H -8.39863 -0.68044 -0.83634 0.0 0.0 -0.1 0.32
H -7.19626 -1.44774 0.20552 0.1 0.0 -0.1 0.32
Cl -0.40953 2.71605 1.57301 0.0 -0.1 0.0 -0.14
C -1.01121 4.38590 1.69395 -0.1 0.0 -0.1 -0.53
C 0.10717 5.37864 1.89818 0.0 0.1 -0.2 0.09
Cl 0.86643 5.21593 3.50575 0.1 0.0 0.0 -0.21
H -1.73724 4.42593 2.50457 0.1 0.0 0.0 0.40
H -1.53025 4.60358 0.76016 0.1 0.0 0.0 0.22
H -0.28287 6.39321 1.83424 0.0 -0.1 0.0 0.11
H 0.88451 5.26351 1.14435 0.0 -0.1 0.1 0.06
Cl 1.02154 -4.62838 3.10084 0.0 0.0 0.0 -0.08
C 1.96904 -5.86945 3.95358 0.1 0.0 0.0 -0.52
C 1.48021 -7.26683 3.65461 0.2 0.0 -0.1 -0.52
Cl -0.12653 -7.58249 4.35831 0.0 -0.1 0.1 -0.13
H 1.92898 -5.65231 5.01983 -0.1 0.0 0.0 0.33
H 3.00179 -5.76312 3.62109 0.0 -0.1 0.0 0.28
H 2.16367 -7.99779 4.08680 0.0 0.1 0.1 0.35
H 1.41897 -7.44916 2.58281 -0.1 0.1 0.0 0.30
Cl -0.97004 8.46608 3.39277 -0.1 0.1 0.0 -0.17
C 0.26261 9.74889 3.32766 0.1 0.1 0.1 -0.35
C -0.00501 10.74114 2.22168 0.0 0.1 0.1 -0.40
Cl 0.22377 10.02409 0.60675 0.0 0.0 0.0 -0.18
H 1.23625 9.27506 3.21361 -0.1 0.0 -0.1 0.18
H 0.24135 10.25653 4.29194 0.0 0.0 -0.1 0.33
H 0.69149 11.57594 2.29936 0.0 -0.1 0.0 0.29
H -1.01828 11.13536 2.27533 0.0 -0.1 0.0 0.31
Cl -5.11974 -7.78514 7.42553 -0.1 0.0 0.1 -0.22
C -3.70115 -7.73511 6.34260 0.3 0.0 -0.1 -0.33
C -3.92548 -6.83796 5.15069 0.2 0.1 0.0 0.00
Cl -5.13785 -7.50559 4.02437 -0.1 0.0 0.0 -0.20
H -3.47309 -8.75518 6.03883 -0.1 0.0 0.0 0.12
H -2.86574 -7.36046 6.93374 -0.1 0.1 0.0 0.37
H -2.99662 -6.73088 4.58888 0.0 -0.1 0.0 -0.10
H -4.25676 -5.84569 5.45122 -0.1 -0.1 0.0 0.35
Cl -4.26526 -11.40918 5.64021 0.0 0.0 0.0 -0.20
C -5.94447 -10.86210 5.39267 -0.2 0.1 0.0 -0.16
C -6.94995 -11.92488 5.76367 0.0 0.1 0.1 -0.48
Cl -6.91867 -13.30749 4.63769 0.0 -0.1 0.0 -0.20
H -6.04901 -10.55575 4.35384 0.1 -0.1 0.0 0.28
H -6.08636 -9.98398 6.02229 0.0 -0.1 0.0 0.09
H -7.95602 -11.50808 5.72469 0.1 0.0 -0.1 0.32
H -6.77635 -12.30559 6.76866 0.1 0.0 -0.1 0.33
```
Forces are in eV/Å.

Properties
Net charge: -1
LUMO, eV: 1.45